C20H21N3O4 | ωB97M-V/def2-TZVPD

```
48
Properties=species:S:1:pos:R:3:nbo_charge:R:1
C 0.76 0.54 -1.79 -0.17
C 0.12 0.04 -0.45 0.69
C 0.32 1.88 -2.45 -0.38
C 1.29 2.40 -3.63 -0.08
C 2.63 2.85 -3.34 -0.17
C 0.72 2.58 -4.84 -0.19
C 3.34 3.54 -4.32 -0.26
C 1.37 3.26 -5.93 -0.29
C 2.72 3.67 -5.56 0.30
C -0.55 -1.94 0.70 -0.16
C -0.59 -3.38 0.30 0.73
C -1.89 -1.62 1.51 -0.42
C -1.85 -2.06 3.00 -0.12
C -2.68 -3.03 3.59 -0.02
C -1.25 -1.42 4.10 -0.05
C -1.72 -1.85 5.30 0.11
C -0.39 -0.24 3.95 -0.21
C -1.27 -1.29 6.55 -0.24
C -0.04 0.32 5.18 -0.24
C -0.37 -0.33 6.42 -0.21
H -0.28 -0.47 -3.14 0.36
H 1.34 -0.75 -3.41 0.39
H 1.83 0.55 -1.75 0.23
H 0.06 2.62 -1.57 0.25
H -0.71 1.61 -3.26 0.17
H 2.98 2.73 -2.32 0.21
H -0.32 2.29 -4.73 0.21
H 4.26 4.13 -3.87 0.25
H 1.05 3.35 -6.95 0.23
H 3.35 4.30 -7.38 0.47
H -0.22 -1.81 -1.37 0.45
H 0.44 -1.74 1.34 0.26
H -2.88 -2.13 1.11 0.20
H -1.90 -0.46 1.47 0.27
H -3.15 -3.86 3.16 0.20
H -3.49 -3.23 5.63 0.43
H 0.11 0.14 2.96 0.26
H -1.45 -1.63 7.56 0.22
H 0.69 1.13 5.19 0.21
H 0.03 0.15 7.29 0.21
H -2.58 -3.07 -0.57 0.46
N 0.59 -0.62 -2.72 -0.85
N -0.49 -1.27 -0.56 -0.66
N -2.67 -2.86 4.99 -0.55
O 0.19 0.63 0.72 -0.64
O 3.72 4.33 -6.41 -0.69
O 0.14 -4.19 0.93 -0.58
O -1.28 -3.81 -0.66 -0.61
```

As for the HOMO energy: -7.76 eV. The calculation puts the LUMO energy at -1.33 eV. For the HOMO-LUMO gap, the calculation gives 6.4 eV. As for the spin multiplicity: 1. Its total charge is 0. The total energy is -1239.70066 hartree.

***

CH3F2N2P | ωB97M-V/def2-TZVPD

```
9
Properties=species:S:1:pos:R:3:nbo_charge:R:1
H 0.14 1.33 2.54 0.38
N 0.19 0.91 1.60 -0.63
C -0.54 0.05 1.18 -0.02
P 0.02 -0.32 -0.98 2.07
N 1.30 -0.25 -1.74 -1.29
F -0.81 -1.74 -1.23 -0.57
F -1.17 0.62 -1.68 -0.57
H -1.39 -0.56 1.76 0.21
H 2.25 -0.04 -1.46 0.43
```

As for the HOMO energy: -9.74 eV. The calculation puts the LUMO energy at 0.11 eV. For the HOMO-LUMO gap, the calculation gives 9.9 eV. As for the spin multiplicity: 1. Its total charge is 0. The total energy is -690.48643 hartree.

***

CH10O4 | ωB97M-V/def2-TZVPD

```
15
Properties=species:S:1:pos:R:3:nbo_charge:R:1
C 0.70 0.48 2.77 -0.25
O -0.63 0.89 2.60 -0.71
H 1.34 1.22 3.25 0.16
H 1.13 0.26 1.79 0.18
H 0.82 -0.51 3.22 0.17
H -1.02 1.03 3.47 0.46
O -0.65 -0.27 -3.93 -0.94
H -0.67 0.27 -4.73 0.48
H 0.09 -0.87 -4.09 0.48
O 0.22 -2.68 1.29 -0.94
H -0.72 -2.95 1.20 0.47
H 0.44 -2.38 0.40 0.47
O -0.09 2.07 -2.20 -0.95
H -1.01 2.25 -2.41 0.46
H 0.05 1.19 -2.61 0.48
```

As for the HOMO energy: -10.11 eV. The calculation puts the LUMO energy at 0.40 eV. For the HOMO-LUMO gap, the calculation gives 10.5 eV. As for the spin multiplicity: 1. Its total charge is 0. The total energy is -345.02106 hartree.

***

Which of these has the lowest LUMO? C20H21N3O4

***

What is the total charge in the second record? 0